[1]
ORCA calculation (wB97M-V/def2-TZVPD) on a 4-piece molecular cluster, C32H74ClNO11PS3 overall.

The geometry in XYZ format:
```
123
Properties=species:S:1:pos:R:3:lowdin_charge:R:1
C -4.957 0.713 4.027 -0.1234
C -4.027 1.297 5.087 -0.2685
C -4.097 2.820 5.243 -0.2111
C -3.300 3.679 4.244 -0.2025
C -3.210 3.165 2.808 -0.2233
C -2.304 4.006 1.904 -0.2013
C -0.807 3.936 2.250 -0.2051
C -0.069 2.898 1.403 -0.2132
C -0.043 3.251 -0.096 -0.2001
C 1.271 2.976 -0.833 -0.2025
C 1.457 1.514 -1.246 -0.2032
C 1.723 0.526 -0.113 -0.2169
C 3.017 0.791 0.664 -0.1861
C 3.526 -0.437 1.443 -0.1869
C 4.817 -1.043 0.883 -0.1944
C 4.582 -1.955 -0.323 -0.1849
C 3.832 -3.249 0.037 -0.2184
C 2.866 -3.715 -1.077 -0.2612
P 1.329 -4.311 -0.427 0.5229
Cl 1.653 -6.016 0.541 0.5349
C 0.511 -3.182 0.713 -0.3393
N 0.764 -3.383 2.126 -0.0082
O 0.416 -4.567 -1.660 -0.2618
C -0.893 -5.232 -1.633 -0.1300
C -1.571 -4.985 -2.959 -0.2053
O -2.342 -3.822 -2.818 -0.1470
C -2.972 -3.417 -4.032 -0.2619
C -3.778 -2.170 -3.755 -0.0545
H -4.924 -0.380 4.049 0.0670
H -5.990 1.012 4.211 0.0778
H -4.701 1.027 3.016 0.0396
H -2.993 0.992 4.885 0.1038
H -4.282 0.855 6.053 0.1000
H -3.738 3.069 6.245 0.1027
H -5.150 3.122 5.224 0.1083
H -2.298 3.846 4.643 0.0980
H -3.764 4.670 4.199 0.1132
H -2.884 2.119 2.784 0.0986
H -4.217 3.175 2.377 0.1158
H -2.435 3.646 0.879 0.1009
H -2.662 5.040 1.900 0.1125
H -0.678 3.687 3.305 0.0970
H -0.333 4.911 2.108 0.1125
H 0.956 2.792 1.774 0.0973
H -0.555 1.928 1.562 0.1019
H -0.841 2.720 -0.626 0.1065
H -0.285 4.312 -0.203 0.1163
H 1.285 3.574 -1.745 0.0973
H 2.118 3.311 -0.224 0.1118
H 2.277 1.439 -1.968 0.1176
H 0.547 1.215 -1.778 0.0867
H 1.789 -0.481 -0.552 0.0802
H 0.873 0.505 0.578 0.1013
H 3.780 1.122 -0.050 0.1175
H 2.868 1.628 1.347 0.1008
H 2.732 -1.195 1.404 0.0692
H 3.656 -0.210 2.502 0.1155
H 5.382 -1.573 1.653 0.0902
H 5.463 -0.226 0.551 0.1167
H 4.016 -1.402 -1.081 0.1057
H 5.537 -2.212 -0.784 0.1192
H 3.283 -3.089 0.969 0.0768
H 4.538 -4.054 0.242 0.1208
H 3.281 -4.502 -1.709 0.1125
H 2.583 -2.887 -1.736 0.1083
H -0.558 -3.277 0.489 0.0994
H 0.816 -2.191 0.345 0.0846
H 0.947 -2.508 2.598 0.0827
H 1.529 -4.010 2.332 0.0360
H -0.725 -6.285 -1.416 0.1225
H -1.491 -4.774 -0.845 0.1250
H -0.809 -4.861 -3.740 0.1378
H -2.186 -5.852 -3.230 0.1395
H -3.611 -4.231 -4.396 0.1243
H -2.201 -3.238 -4.792 0.1214
H -4.374 -1.907 -4.630 0.0863
H -4.455 -2.333 -2.917 0.0756
H -3.131 -1.327 -3.515 0.0599
O 7.531 -1.914 2.751 -0.2980
S 8.597 -1.759 3.704 0.5619
O 8.487 -0.711 4.670 -0.2663
O 9.966 -1.655 2.924 -0.2636
C 10.062 -0.680 1.843 -0.2351
C 10.215 0.734 2.351 -0.0688
C 8.911 -3.281 4.523 -0.1188
H 9.186 -0.800 1.205 0.1091
H 10.941 -1.008 1.295 0.1232
H 9.322 1.074 2.872 0.0734
H 10.395 1.392 1.499 0.0846
H 11.062 0.809 3.031 0.0882
H 9.013 -4.068 3.782 0.0751
H 8.056 -3.460 5.171 0.0775
H 9.816 -3.171 5.114 0.0793
O -6.738 0.422 1.211 -0.2736
S -6.736 -0.602 0.209 0.5531
O -5.646 -0.653 -0.719 -0.2888
O -8.114 -0.567 -0.567 -0.2643
C -8.581 0.727 -1.049 -0.2344
C -7.838 1.189 -2.280 -0.0706
C -6.935 -2.180 0.958 -0.1180
H -8.505 1.440 -0.228 0.1138
H -9.633 0.547 -1.258 0.1240
H -6.793 1.402 -2.062 0.0721
H -8.310 2.101 -2.649 0.0849
H -7.882 0.434 -3.063 0.0843
H -7.773 -2.136 1.649 0.0784
H -6.007 -2.383 1.489 0.0741
H -7.101 -2.917 0.178 0.0745
O -0.550 3.227 -3.564 -0.2728
S -0.387 2.330 -4.671 0.5501
O 0.939 2.047 -5.129 -0.2728
O -1.294 2.815 -5.868 -0.2629
C -1.243 4.231 -6.223 -0.2315
C 0.018 4.593 -6.970 -0.0682
C -1.221 0.814 -4.348 -0.1288
H -1.364 4.810 -5.307 0.1130
H -2.130 4.361 -6.838 0.1234
H 0.901 4.493 -6.342 0.0750
H -0.059 5.630 -7.299 0.0858
H 0.142 3.959 -7.847 0.0869
H -2.231 1.033 -4.014 0.0751
H -0.652 0.314 -3.567 0.0596
H -1.222 0.222 -5.260 0.0772
```

Results
Spin multiplicity   1
F_max   0.22 eV Å⁻¹
HOMO energy   -11.866 eV
Charge   +1
E_LUMO   -2.33 eV
Molecular weight   811.568 g/mol
Gap between HOMO and LUMO   9.5331 eV

---

[2]
ORCA calculation (wB97M-V/def2-TZVPD) on a 9-piece molecular cluster, C32H76Br4N5 overall.

The geometry in XYZ format:
```
117
Properties=species:S:1:pos:R:3:lowdin_charge:R:1
N 5.937 19.036 7.269 0.1891
H 5.034 19.251 6.870 -0.0658
H 6.617 19.658 6.856 -0.0379
H 6.290 18.097 7.152 -0.1305
H 5.821 19.053 8.272 -0.0884
C 1.097 19.417 12.383 -0.0990
C 1.400 18.621 11.149 -0.2697
C 1.204 17.157 11.434 -0.0787
N 2.012 16.189 10.484 -0.2038
C 1.730 14.703 10.835 0.0243
C 3.507 16.337 10.641 -0.1489
C 4.158 15.998 9.328 -0.1701
C 3.058 15.886 8.315 -0.1921
C 1.718 16.263 8.905 -0.0379
H 0.867 20.422 12.029 0.0800
H 1.938 19.424 13.078 0.0912
H 0.176 19.074 12.854 0.0818
H 2.401 18.932 10.850 0.0925
H 0.858 19.038 10.300 0.1140
H 0.192 16.784 11.274 0.1337
H 1.645 16.977 12.414 0.1395
H 0.704 14.611 11.193 0.0987
H 2.438 14.347 11.582 0.0987
H 1.951 14.059 9.984 0.1002
H 3.997 15.907 11.514 0.1413
H 3.679 17.398 10.822 0.0326
H 4.805 15.122 9.265 0.1141
H 4.785 16.847 9.055 0.0502
H 2.974 14.860 7.954 0.0910
H 3.292 16.574 7.502 0.0320
H 0.789 15.783 8.597 0.1366
H 1.552 17.338 8.837 0.1006
C 3.322 12.891 5.713 -0.1278
C 3.406 14.130 4.961 -0.2402
C 4.691 15.033 5.208 -0.0475
N 5.107 15.703 3.805 -0.2299
C 5.653 14.675 2.813 0.0215
C 3.887 16.438 3.106 -0.0991
C 4.466 17.525 2.202 -0.1700
C 5.908 17.686 2.493 -0.1465
C 6.072 16.912 3.838 -0.1179
H 2.487 12.206 5.566 0.0858
H 3.334 13.010 6.797 0.0627
H 4.163 12.209 5.582 0.0859
H 2.554 14.761 5.211 0.1136
H 3.343 13.877 3.902 0.0898
H 5.655 14.528 5.259 0.0977
H 4.540 15.781 5.986 0.0749
H 6.631 14.310 3.127 0.1089
H 5.738 15.087 1.807 0.1033
H 4.935 13.855 2.830 0.0866
H 3.184 15.736 2.658 0.1268
H 3.504 16.838 4.045 0.0357
H 4.393 17.129 1.189 0.1120
H 3.846 18.411 2.334 0.1221
H 6.602 17.311 1.740 0.1177
H 6.184 18.684 2.833 0.0734
H 7.062 16.677 4.227 0.1013
H 5.673 17.398 4.728 0.0849
C 0.665 26.939 7.578 -0.1134
C 1.025 25.518 7.638 -0.2311
C 2.497 25.339 7.005 -0.0918
N 2.960 23.874 6.923 -0.2913
C 2.029 23.101 5.979 0.0531
C 3.030 23.145 8.314 -0.0058
C 4.226 22.018 8.039 -0.1335
C 4.956 22.442 6.798 -0.1871
C 4.417 23.888 6.532 -0.0829
H 1.285 27.559 8.226 0.0912
H -0.384 27.052 7.854 0.0881
H 0.774 27.215 6.529 0.0857
H 0.281 24.840 7.221 0.1035
H 1.185 25.191 8.666 0.1050
H 3.253 25.813 7.630 0.1242
H 2.625 25.711 5.989 0.1287
H 2.448 22.140 5.680 0.0707
H 2.092 23.641 5.035 0.1091
H 1.071 23.168 6.494 0.0932
H 2.050 22.745 8.571 0.1202
H 3.441 23.840 9.046 0.1213
H 3.719 21.156 7.607 0.0266
H 4.912 21.624 8.789 0.0582
H 4.714 21.762 5.981 0.0798
H 6.046 22.460 6.831 0.0669
H 4.379 24.262 5.508 0.1380
H 4.792 24.638 7.228 0.1257
C 8.429 23.258 8.706 -0.0515
C 8.717 21.670 8.327 -0.1970
C 10.005 21.380 9.154 -0.1083
N 10.413 19.845 9.078 -0.2303
C 10.815 19.320 7.679 0.0419
C 9.158 19.070 9.583 -0.1417
C 9.781 17.785 10.193 -0.1565
C 11.266 18.048 10.410 -0.1500
C 11.554 19.544 10.063 -0.0750
H 9.331 23.731 8.318 0.0626
H 8.261 23.489 9.758 0.0747
H 7.669 23.517 7.969 0.0429
H 9.050 21.510 7.301 0.0331
H 7.765 21.190 8.552 0.0682
H 9.873 21.576 10.218 0.1179
H 10.831 22.011 8.826 0.1297
H 11.691 19.842 7.295 0.0987
H 10.151 19.769 6.941 0.0652
H 11.064 18.258 7.676 0.1114
H 8.455 18.852 8.779 0.0702
H 8.736 19.618 10.426 0.0706
H 9.733 16.985 9.454 0.0712
H 9.199 17.455 11.054 0.1180
H 11.882 17.485 9.709 0.1013
H 11.611 17.628 11.354 0.1147
H 12.481 19.843 9.575 0.1294
H 11.346 20.195 10.912 0.1200
Br 7.763 20.641 4.757 -0.4226
Br 2.812 18.914 5.897 -0.2557
Br 5.812 19.309 10.620 -0.2257
Br 7.467 16.226 7.336 -0.2247
```

Results
Energy relative to the best compared isomer or geometry (same formula, charge and spin)   413.52 kJ/mol
Spin multiplicity   1
F_max   3.62 eV Å⁻¹
HOMO energy   -9.146 eV
Charge   +1
E_LUMO   -1.56 eV
Molecular weight   850.611 g/mol
Gap between HOMO and LUMO   7.5872 eV

---

[3]
ORCA calculation (wB97M-V/def2-TZVPD) on a 8-piece molecular cluster, C32H76Cl8N4 overall.

The geometry in XYZ format:
```
120
Properties=species:S:1:pos:R:3:lowdin_charge:R:1
Cl -0.451 -4.406 -3.487 0.5587
C -1.517 -2.995 -3.701 -0.6999
C -0.818 -1.909 -4.413 -0.6489
Cl -1.746 -0.373 -4.271 0.6280
H -1.684 -2.780 -2.538 0.0744
H -2.588 -3.353 -4.192 0.1404
H -0.592 -2.043 -5.381 0.0322
H 0.141 -1.974 -3.914 0.0469
Cl -5.874 2.962 -1.975 0.5364
C -4.175 2.444 -1.686 -0.6638
C -3.197 2.935 -2.819 -0.6590
Cl -3.207 4.659 -2.609 0.5874
H -3.905 1.337 -1.471 0.1008
H -3.890 2.898 -0.902 -0.0603
H -3.516 2.591 -3.837 0.0928
H -2.269 2.561 -2.343 0.0413
Cl -9.181 1.837 4.492 0.5245
C -8.381 2.705 3.140 -0.6383
C -7.314 1.839 2.511 -0.6391
Cl -7.984 0.242 1.892 0.5012
H -7.923 3.645 3.605 0.1002
H -8.985 2.898 2.366 0.0177
H -6.436 1.925 3.035 0.0348
H -6.838 2.336 1.609 0.0801
Cl -1.838 4.782 3.247 0.6183
C -2.543 6.180 2.504 -0.7386
C -3.509 5.785 1.474 -0.5896
Cl -5.212 5.509 2.207 0.4778
H -1.718 6.931 2.209 0.1082
H -2.900 6.939 3.313 0.1046
H -3.048 4.979 1.056 -0.0053
H -3.718 6.556 0.715 0.0842
C 0.866 2.677 -4.411 -0.0279
C 1.610 1.294 -4.244 -0.2205
N 2.692 1.324 -3.266 -0.1902
C 2.991 0.199 -2.582 -0.3184
C 3.234 -1.009 -3.400 -0.0759
C 3.909 2.008 -3.737 -0.2251
C 4.653 2.741 -2.695 -0.0748
H 1.649 3.455 -4.585 0.0926
H 0.085 2.726 -3.702 0.0501
H 0.514 2.464 -5.250 -0.0267
H 1.876 1.073 -5.237 0.0854
H 0.874 0.425 -4.289 0.0927
H 2.107 -0.035 -2.089 0.0887
H 3.576 0.149 -1.768 0.0891
H 3.245 -1.199 -4.470 0.0908
H 2.756 -1.773 -2.886 0.0390
H 4.299 -1.173 -3.319 0.0505
H 3.486 2.749 -4.540 0.1293
H 4.595 1.111 -4.199 0.1636
H 4.041 3.496 -2.235 0.0911
H 5.463 3.286 -3.064 0.0692
H 4.902 2.050 -2.109 -0.0090
C -0.658 3.145 0.243 -0.0477
C -0.466 1.564 0.178 -0.1519
N -1.797 0.872 -0.008 -0.1742
C -1.732 -0.247 -0.764 -0.4421
C -0.759 -1.227 -0.518 -0.1018
C -2.380 0.462 1.243 -0.2412
C -3.908 0.115 1.223 -0.0289
H -1.109 3.551 -0.679 0.0571
H 0.140 3.585 0.566 -0.0100
H -1.377 3.410 1.136 0.0348
H 0.058 0.881 1.125 0.1582
H 0.300 1.440 -0.584 0.0916
H -1.502 0.189 -1.851 0.0844
H -2.552 -0.472 -1.334 0.0789
H 0.138 -1.226 0.097 0.0649
H -0.412 -1.443 -1.590 0.0804
H -1.303 -2.200 -0.091 0.1290
H -2.416 1.258 2.034 0.1295
H -2.003 -0.277 1.825 0.0461
H -4.064 -0.862 0.618 0.1230
H -4.392 0.672 0.652 -0.0411
H -4.226 0.087 2.191 0.0434
C 6.232 -3.674 -2.091 -0.0867
C 5.012 -4.427 -1.565 -0.2484
N 4.087 -3.539 -0.757 -0.1610
C 2.809 -3.895 -0.502 -0.4247
C 2.423 -5.206 -0.309 -0.1173
C 4.837 -3.274 0.638 -0.1457
C 4.541 -1.787 0.934 -0.0503
H 6.893 -3.417 -1.395 0.0076
H 5.852 -2.903 -2.883 0.1064
H 6.655 -4.546 -2.588 0.0704
H 5.410 -5.287 -0.896 0.1337
H 4.440 -4.725 -2.462 0.1185
H 2.407 -3.821 -1.481 0.0862
H 2.318 -3.066 0.087 0.1475
H 3.087 -6.106 -0.556 0.1163
H 1.650 -5.477 -0.979 0.0531
H 2.107 -5.227 0.757 0.0896
H 5.920 -3.492 0.615 0.0976
H 4.561 -4.033 1.386 0.1077
H 5.271 -1.530 1.587 0.0388
H 3.694 -1.733 1.473 0.0222
H 4.803 -1.166 0.185 0.0420
C 1.567 1.009 4.677 -0.0373
C 0.219 0.309 4.191 -0.1474
N 0.393 -1.191 4.481 -0.1686
C -0.814 -1.895 4.909 -0.3123
C -1.980 -1.417 4.568 -0.1664
C 0.860 -1.971 3.354 -0.2542
C 1.507 -3.333 3.716 -0.0304
H 1.754 1.995 4.544 0.0249
H 2.429 0.704 4.025 0.0849
H 1.774 0.594 5.542 0.0115
H -0.101 0.347 3.139 0.0697
H -0.594 0.760 4.773 0.1088
H -0.610 -1.538 5.950 0.1472
H -0.741 -2.950 5.045 0.1280
H -2.387 -0.569 4.100 0.0712
H -2.619 -1.375 5.301 0.0457
H -2.548 -1.910 3.749 0.1152
H 1.467 -1.338 2.796 0.0693
H 0.114 -1.941 2.545 0.1063
H 2.220 -3.548 3.078 -0.0044
H 0.969 -4.116 4.099 0.0352
H 1.918 -3.253 4.753 0.1052
```

Results
Energy relative to the best compared isomer or geometry (same formula, charge and spin)   1866.01 kJ/mol
Spin multiplicity   1
F_max   11.03 eV Å⁻¹
HOMO energy   -8.001 eV
Charge   0
E_LUMO   0.51 eV
Molecular weight   800.612 g/mol
Gap between HOMO and LUMO   8.5063 eV

---

The lowest F_max belongs to which entry?
C32H74ClNO11PS3

---

Number 1 is which compound?
C32H74ClNO11PS3